Entry 1:
C25H21BCl4F5N4O5RuS | ωB97M-V/def2-TZVPD

Geometry as ORCA input:
```
! wB97M-V def2-TZVPD RIJCOSX def2/J DEFGRID3
* xyz 1 1
Ru 1.857 -1.520 -2.934
C 1.672 0.569 4.520
C 2.066 1.456 3.348
N 1.632 0.904 2.057
C 2.508 0.166 1.345
C 2.265 -0.376 0.119
C 3.417 -1.107 -0.518
O 4.357 -1.438 0.163
O 3.417 -1.238 -1.838
C 0.987 -0.181 -0.463
O 0.594 -0.687 -1.533
C 0.052 0.650 0.277
C -1.185 0.961 -0.289
C -2.076 1.732 0.388
F -3.235 2.048 -0.234
C -1.819 2.214 1.687
C -0.586 1.901 2.239
C 0.371 1.160 1.532
N -2.772 2.938 2.451
C -2.320 4.022 3.312
C -3.075 3.929 4.639
N -4.424 3.315 4.357
C -4.955 3.838 3.051
C -4.117 3.215 1.929
H 2.015 1.011 5.456
H 2.133 -0.416 4.423
H 0.590 0.428 4.573
H 3.146 1.563 3.300
H 1.659 2.460 3.448
H 3.477 -0.011 1.796
H -1.416 0.618 -1.292
H -0.367 2.199 3.253
H -2.494 4.993 2.836
H -1.258 3.961 3.510
H -3.238 4.909 5.082
H -2.573 3.289 5.360
H -5.069 3.482 5.126
H -4.299 2.307 4.259
H -4.879 4.922 3.093
H -6.003 3.568 2.953
H -4.119 3.893 1.073
H -4.573 2.282 1.616
Cl -2.227 -7.170 -3.263
C -1.190 -5.916 -2.731
C -0.931 -5.771 -1.317
Cl -1.699 -6.839 -0.218
C -0.089 -4.800 -0.860
Cl 0.249 -4.577 0.814
C 0.561 -3.928 -1.778
O 1.408 -3.057 -1.434
C 0.236 -4.024 -3.182
O 0.794 -3.172 -3.933
C -0.621 -5.062 -3.634
Cl -0.903 -5.179 -5.325
S 4.721 -3.467 -5.871
C 5.006 -1.788 -5.752
C 4.112 -1.221 -4.917
N 3.198 -2.118 -4.382
C 3.424 -3.337 -4.801
H 5.807 -1.311 -6.292
H 4.047 -0.180 -4.662
H 2.815 -4.177 -4.509
F 0.026 1.531 -3.479
B 0.713 0.689 -4.318
F 0.202 -0.653 -4.314
F 2.091 0.423 -3.733
F 0.889 1.177 -5.576
*
```

**E_HOMO (spin up / spin down)**: -8.85 / -8.85 eV
**Molar mass**: 838.22 g mol⁻¹
**ΔE to the lowest compared entry with this formula, charge and spin**: 46.1 kcal/mol

Want to see where the charge sits? The Mulliken charges in e are:
1 Ru 1.068
2 C -1.051
3 C -1.090
4 N 0.270
5 C -0.166
6 C -0.311
7 C 0.117
8 O -0.682
9 O -0.537
10 C 2.152
11 O -0.860
12 C 0.895
13 C -0.541
14 C 0.093
15 F -0.349
16 C -1.185
17 C -0.530
18 C -0.194
19 N 0.219
20 C -0.632
21 C -0.772
22 N -0.141
23 C -0.757
24 C -0.771
25 H 0.390
26 H 0.353
27 H 0.304
28 H 0.486
29 H 0.499
30 H 0.612
31 H 0.547
32 H 0.617
33 H 0.310
34 H 0.452
35 H 0.376
36 H 0.437
37 H 0.342
38 H 0.373
39 H 0.338
40 H 0.393
41 H 0.435
42 H 0.533
43 Cl -0.168
44 C 0.512
45 C 0.343
46 Cl -0.173
47 C -0.091
48 Cl -0.176
49 C 0.199
50 O -0.423
51 C 0.519
52 O -0.837
53 C -0.267
54 Cl -0.164
55 S -0.126
56 C -0.275
57 C -0.867
58 N 0.574
59 C -0.090
60 H 0.434
61 H 0.465
62 H 0.386
63 F -0.332
64 B 0.337
65 F -0.205
66 F -0.321
67 F -0.297


Entry 2:
C3H12N3O | ωB97M-V/def2-TZVPD

Geometry as ORCA input:
```
! wB97M-V def2-TZVPD RIJCOSX def2/J DEFGRID3
* xyz 1 1
C 1.475 -0.074 1.268
C 1.362 -0.985 -0.016
N 0.167 -0.668 -0.791
C -1.017 -0.765 -0.199
N -1.951 0.119 -0.561
N -1.255 -1.567 0.870
H 2.461 0.397 1.430
H 1.155 -0.405 2.285
H 0.795 0.847 1.323
H 2.313 -0.951 -0.555
H 1.337 -2.011 0.397
H 0.262 0.058 -1.480
H -1.769 1.080 -0.939
H -2.916 0.105 -0.254
H -2.102 -1.785 1.358
H -0.432 -2.144 1.056
H 0.034 3.237 -1.035
H 0.217 2.969 -2.473
O -0.136 2.544 -1.684
*
```

**E_HOMO**: -14.57 eV
**Molar mass**: 106.15 g mol⁻¹
**ΔE to the lowest compared entry with this formula, charge and spin**: 27.6 kcal/mol

Want to see where the charge sits? The Mulliken charges in e are:
1 C -0.884
2 C -0.730
3 N -0.151
4 C 0.662
5 N -0.378
6 N -0.309
7 H 0.343
8 H 0.355
9 H 0.262
10 H 0.434
11 H 0.277
12 H 0.286
13 H 0.197
14 H 0.239
15 H 0.223
16 H 0.178
17 H 0.316
18 H 0.317
19 O -0.636


Entry 3:
C11H14N6O | ωB97M-V/def2-TZVPD

Geometry as ORCA input:
```
! wB97M-V def2-TZVPD RIJCOSX def2/J DEFGRID3
* xyz 0 1
C -3.696 -2.675 -0.546
C -4.043 -1.717 0.139
C -3.288 -0.360 0.442
H -3.230 -0.435 1.531
H -4.036 0.241 0.027
O -2.267 -0.513 -0.158
C -1.458 0.485 0.174
C -0.153 0.546 -0.757
C 0.759 1.550 -0.593
C 0.565 2.590 0.280
C -0.755 2.927 0.943
C -1.748 1.823 0.691
H -2.563 1.644 1.196
H -0.899 3.676 1.573
H 1.249 3.405 0.274
C 2.110 1.328 -0.976
N 3.207 0.733 -0.062
N 2.766 -0.351 0.555
C 3.252 -1.448 0.015
N 2.512 -2.358 1.000
N 1.806 -1.673 1.659
N 1.858 -0.339 1.689
N 4.018 -1.705 -0.857
H 3.971 -2.712 -1.087
H 4.229 -0.905 -1.798
H 3.341 1.611 0.618
H 2.168 0.443 -1.915
H 2.600 2.468 -1.522
H -0.014 -0.388 -1.122
H -5.136 -1.801 0.681
H -4.318 -3.448 -0.879
H -2.807 -2.641 -1.215
*
```

**E_HOMO**: -8.33 eV
**Molar mass**: 246.27 g mol⁻¹
**ΔE to the lowest compared entry with this formula, charge and spin**: 276.5 kcal/mol

Want to see where the charge sits? The Mulliken charges in e are:
1 C -0.741
2 C -0.388
3 C -0.453
4 H 0.481
5 H 0.484
6 O -0.134
7 C 0.405
8 C -0.749
9 C 1.075
10 C -0.596
11 C -0.985
12 C -0.720
13 H 0.563
14 H 0.587
15 H 0.399
16 C -0.996
17 N -0.589
18 N 0.584
19 C 0.379
20 N -0.393
21 N -0.226
22 N -0.371
23 N -0.353
24 H 0.304
25 H 0.387
26 H 0.389
27 H 0.165
28 H 0.259
29 H 0.557
30 H 0.176
31 H 0.336
32 H 0.166


Entry 4:
C5H11N | ωB97M-V/def2-TZVPD

Geometry as ORCA input:
```
! wB97M-V def2-TZVPD RIJCOSX def2/J DEFGRID3
* xyz 0 1
C 0.407 -1.066 1.838
C 1.147 -0.773 0.541
N 0.909 0.586 0.108
C 0.828 1.250 -1.193
C -0.257 1.198 -0.147
C -1.559 0.180 -1.304
H 0.614 -2.088 2.168
H 0.720 -0.383 2.633
H -0.676 -0.964 1.707
H 2.227 -0.923 0.667
H 0.810 -1.440 -0.259
H 1.575 2.063 -1.251
H -0.086 0.682 -1.786
H -0.922 1.711 0.532
H -2.365 0.906 -1.354
H -1.782 -0.601 -0.595
H -1.589 -0.338 -2.304
*
```

**E_HOMO**: -8.69 eV
**Molar mass**: 85.15 g mol⁻¹
**ΔE to the lowest compared entry with this formula, charge and spin**: 129.6 kcal/mol

Want to see where the charge sits? The Mulliken charges in e are:
1 C -1.094
2 C -0.381
3 N -0.079
4 C -0.571
5 C -0.233
6 C -1.239
7 H 0.362
8 H 0.300
9 H 0.290
10 H 0.342
11 H 0.324
12 H 0.282
13 H 0.274
14 H 0.400
15 H 0.360
16 H 0.296
17 H 0.368


Entry 5:
C4H5Cl3O | ωB97M-V/def2-TZVPD

Geometry as ORCA input:
```
! wB97M-V def2-TZVPD RIJCOSX def2/J DEFGRID3
* xyz 0 1
C -2.663 0.030 -0.048
C -1.379 0.855 0.034
O -1.296 2.108 0.245
C -0.148 -0.061 -0.049
Cl -0.173 -1.077 1.524
Cl -0.377 -0.949 -1.519
C 1.046 0.987 -0.050
Cl 2.687 0.226 -0.060
H -2.482 -0.918 -0.544
H -3.501 0.633 -0.472
H -2.917 -0.187 0.943
H 1.012 1.619 -0.994
H 0.782 1.700 0.707
*
```

**E_HOMO**: -10.39 eV
**Molar mass**: 175.44 g mol⁻¹
**SMILES**: CC(=O)C(Cl)(Cl)CCl
**ΔE to the lowest compared entry with this formula, charge and spin**: 19.7 kcal/mol

Want to see where the charge sits? The Mulliken charges in e are:
1 C -1.185
2 C 0.521
3 O -0.566
4 C 0.423
5 Cl -0.121
6 Cl -0.118
7 C -0.576
8 Cl -0.177
9 H 0.370
10 H 0.335
11 H 0.359
12 H 0.336
13 H 0.399


Entry 6:
C4H10N2 | ωB97M-V/def2-TZVPD

Geometry as ORCA input:
```
! wB97M-V def2-TZVPD RIJCOSX def2/J DEFGRID3
* xyz 0 1
C -2.028 0.173 -0.368
C -0.953 -0.476 0.166
C 0.342 0.152 0.481
C 0.709 -0.529 -1.232
N 1.140 -0.493 1.440
N 0.323 1.532 0.530
H -2.952 -0.365 -0.512
H -1.890 1.039 -1.001
H -1.084 -1.448 0.627
H 0.392 -1.505 -1.588
H 0.381 0.257 -1.905
H 1.801 -0.549 -1.217
H 2.099 -0.167 1.471
H 1.123 -1.501 1.368
H 1.159 1.992 0.860
H -0.562 1.889 0.880
*
```

**E_HOMO**: -7.57 eV
**Molar mass**: 86.14 g mol⁻¹
**SMILES**: C=CC(C)(N)N
**ΔE to the lowest compared entry with this formula, charge and spin**: 62.6 kcal/mol

Want to see where the charge sits? The Mulliken charges in e are:
1 C -1.021
2 C -0.467
3 C 0.884
4 C -1.271
5 N -0.600
6 N -0.455
7 H 0.294
8 H 0.308
9 H 0.301
10 H 0.336
11 H 0.377
12 H 0.395
13 H 0.239
14 H 0.239
15 H 0.186
16 H 0.256


Entry 7:
C4H4O2 | ωB97M-V/def2-TZVPD

Geometry as ORCA input:
```
! wB97M-V def2-TZVPD RIJCOSX def2/J DEFGRID3
* xyz 0 1
O -0.272 2.302 -0.205
C -0.096 1.126 -0.082
C -1.032 -0.068 0.123
C 0.184 -0.968 -0.051
O 0.926 -0.577 -1.201
C 1.111 0.168 0.006
H -1.974 -0.219 -0.407
H -1.189 0.056 1.203
H 0.313 -1.995 0.274
H 2.086 0.241 0.477
*
```

**E_HOMO**: -9.72 eV
**Molar mass**: 84.07 g mol⁻¹
**SMILES**: O=C1C[C@H]2O[C@@H]12
**ΔE to the lowest compared entry with this formula, charge and spin**: 46.6 kcal/mol

Want to see where the charge sits? The Mulliken charges in e are:
1 O -0.537
2 C 0.226
3 C -0.374
4 C -0.152
5 O -0.390
6 C -0.104
7 H 0.325
8 H 0.212
9 H 0.398
10 H 0.396


Entry 8:
C11H19F6NO5RuSb | ωB97M-V/def2-TZVPD

Geometry as ORCA input:
```
! wB97M-V def2-TZVPD RIJCOSX def2/J DEFGRID3
* xyz -1 1
Ru 0.148 0.324 0.203
O 1.121 2.577 -0.013
C 2.298 2.484 -0.782
C 3.242 1.562 -0.009
N 2.726 0.197 -0.004
C 3.074 -0.566 -1.187
C 1.829 -1.410 -1.663
O 2.010 -2.551 -2.048
O 0.749 -0.758 -1.633
C 3.034 -0.517 1.223
C 2.171 0.009 2.425
O 2.722 0.203 3.492
O 0.934 0.135 2.181
H 0.461 3.114 -0.478
H 2.754 3.480 -0.886
H 2.087 2.074 -1.781
H 3.277 1.925 1.022
H 4.256 1.610 -0.437
H 3.923 -1.238 -1.015
H 3.321 0.105 -2.015
H 4.100 -0.440 1.487
H 2.770 -1.573 1.094
F -1.279 1.347 -1.593
Sb -2.483 2.645 -0.690
F -1.129 3.910 -1.334
F -3.407 2.749 -2.363
F -3.312 4.187 0.084
F -3.967 1.622 -0.008
F -1.410 2.427 0.929
C -1.230 -2.646 -0.308
C -2.251 -1.751 0.413
C -2.786 -2.482 1.657
C -3.422 -1.472 -0.555
C -1.642 -0.458 0.783
H -1.659 -3.631 -0.487
H -0.327 -2.758 0.297
H -0.955 -2.208 -1.266
H -3.272 -3.413 1.366
H -3.513 -1.862 2.173
H -1.972 -2.709 2.340
H -3.840 -2.409 -0.920
H -3.058 -0.892 -1.402
H -4.199 -0.901 -0.057
H -1.888 -0.041 1.763
*
```

**E_HOMO (spin up / spin down)**: -5.82 / -5.84 eV
**Molar mass**: 582.09 g mol⁻¹

Want to see where the charge sits? The Mulliken charges in e are:
1 Ru 1.078
2 O -0.384
3 C -0.450
4 C -1.149
5 N 0.876
6 C -0.829
7 C 0.359
8 O -0.721
9 O -0.658
10 C -0.760
11 C 0.438
12 O -0.727
13 O -0.661
14 H 0.282
15 H 0.454
16 H 0.306
17 H 0.440
18 H 0.399
19 H 0.314
20 H 0.384
21 H 0.295
22 H 0.476
23 F -0.681
24 Sb 2.451
25 F -0.649
26 F -0.536
27 F -0.545
28 F -0.537
29 F -0.685
30 C -1.592
31 C 2.450
32 C -1.927
33 C -1.824
34 C -0.775
35 H 0.510
36 H 0.242
37 H 0.338
38 H 0.400
39 H 0.461
40 H 0.422
41 H 0.442
42 H 0.358
43 H 0.377
44 H 0.537